# 1
The following is a quantum chemistry calculation of a 2-piece molecular cluster, CH5NO2S2 overall in a non-equilibrium geometry, from the OMol25 dataset.

Summary:
**E_HOMO**: -9.29 eV
**SMILES**: NC(=O)O.SS
**Gap between HOMO and LUMO**: 9.352 eV
**Energy relative to the best compared isomer or geometry (same formula, charge and spin)**: 11.6 kcal/mol
**Largest force on an atom**: 2.47 eV Å⁻¹

Geometry as XYZ:
```
11
CH5NO2S2 (ωB97M-V/def2-TZVPD)
N -0.9680 1.7409 0.4884
C -1.4708 0.5077 0.8222
O -2.6529 0.3393 0.9744
O -0.4646 -0.4842 1.0274
H -1.5368 2.2774 -0.1103
H 0.0167 1.6685 0.2612
H 0.3989 -0.1837 1.3448
S 2.4444 -1.5185 -0.4297
S 1.1065 -0.8557 -1.9022
H 3.1373 -2.3413 -1.2650
H -0.0107 -1.1503 -1.2113
```

Partial atomic charges computed with the Löwdin method, in multiples of e: 0.16, -0.60, 0.10, -0.01, 0.10, 0.09, 0.08, 0.23, 0.24, -0.19, -0.21

# 2
The following is a quantum chemistry calculation of the molecule CH5NO2S2 in a non-equilibrium geometry, from the OMol25 dataset.

Summary:
**E_HOMO (alpha / beta)**: -6.29 / -11.32 eV
**⟨S²⟩**: 2.0057
**Multiplicity**: 3
**Gap between HOMO and LUMO (alpha / beta)**: 6.865 / 8.494 eV
**Energy relative to the best compared isomer or geometry (same formula, charge and spin)**: 0.0 kcal/mol
**Largest force on an atom**: 3.27 eV Å⁻¹

Geometry as XYZ:
```
11
CH5NO2S2 (ωB97M-V/def2-TZVPD)
C 1.2020 0.1547 -0.7142
N -0.6278 -0.3436 1.1463
O -0.2893 2.1212 0.4234
O -1.4362 0.5743 -1.0483
S -0.9507 -2.0223 0.6757
S -0.4421 0.7652 -0.0334
H 1.8536 0.8136 -0.1876
H 1.3493 -0.8040 -0.3423
H 1.3512 0.3512 -1.7368
H -0.2968 -0.2546 2.0455
H -1.7131 -1.3558 -0.2285
```

Partial atomic charges computed with the Löwdin method, in multiples of e: -0.09, -0.50, -0.31, -0.33, 0.71, 0.52, 0.05, 0.01, 0.05, 0.02, -0.12

# 3
The following is a quantum chemistry calculation of the molecule CH5NO3S2 in a non-equilibrium geometry, from the OMol25 dataset.

Summary:
**E_HOMO**: -9.50 eV
**Gap between HOMO and LUMO**: 9.297 eV
**Energy relative to the best compared isomer or geometry (same formula, charge and spin)**: 0.0 kcal/mol
**Largest force on an atom**: 3.43 eV Å⁻¹

Geometry as XYZ:
```
12
CH5NO3S2 (ωB97M-V/def2-TZVPD)
C -1.7182 1.1181 -0.2202
N 1.5504 -1.2918 0.4564
O -1.1032 -1.4943 -0.3402
O 1.0179 1.0891 0.9503
O 2.4829 0.5399 -0.9961
S -0.7567 -0.2205 -1.0640
S 1.3571 0.2177 -0.1195
H -2.2232 1.9670 -0.6605
H -1.0370 1.3381 0.6464
H -2.3693 0.4191 0.3029
H 0.9698 -1.6331 1.1927
H 1.8295 -2.0494 -0.1483
```

Partial atomic charges computed with the Löwdin method, in multiples of e: -0.25, -0.10, -0.58, -0.35, -0.33, 0.83, 0.51, 0.05, 0.03, 0.04, 0.07, 0.09

# 4
The following is a quantum chemistry calculation of a 2-piece molecular cluster, CH5NO6P2 overall in a non-equilibrium geometry, from the OMol25 dataset.

Summary:
**E_HOMO**: -1.14 eV
**Charge**: -2
**Gap between HOMO and LUMO**: 7.856 eV
**Energy relative to the best compared isomer or geometry (same formula, charge and spin)**: 25.7 kcal/mol
**Largest force on an atom**: 4.29 eV Å⁻¹

Geometry as XYZ:
```
15
CH5NO6P2 (ωB97M-V/def2-TZVPD)
C 2.4033 0.7976 0.2512
N 1.9919 -0.5936 0.6494
O -1.8813 0.5921 -1.4439
O -3.3044 1.2890 0.5794
O -2.5563 -1.0711 0.3083
O 0.0336 -2.3389 0.4546
O 0.4166 -0.6546 -1.3973
O -0.7992 0.6298 0.9118
P 0.7135 -1.1382 -0.0488
P -2.0905 0.4621 0.2014
H 1.4977 1.2337 -0.2393
H 3.4375 0.7762 -0.2660
H 2.7459 1.3325 1.1485
H -1.7079 -1.5746 0.4054
H -0.9005 0.2579 -1.5146
```

Partial atomic charges computed with the Löwdin method, in multiples of e: -0.28, -0.29, -0.26, -0.42, -0.20, -0.36, -0.36, -0.35, 0.29, 0.11, 0.05, 0.05, 0.02, 0.01, 0.01